Record 1
Density functional theory data (ωB97M-V/def2-TZVPD) for C19H23CuI2N6OS4Sb as an isolated structure.

Last column: Löwdin charge in e.
Positions of all 57 atoms, in Å:
I -3.4089 -1.1140 2.5975  0.85
C -0.7933 -3.3078 -3.0753  -0.04
H 1.6259 -2.1433 -2.6956  0.11
C -3.0129 -2.5290 -2.7094  -0.07
O -0.6425 -0.5525 1.2616  -0.22
C 0.7929 4.4303 2.1332  -0.19
Sb -2.7103 2.7185 -2.6496  0.14
H -0.0749 -3.9223 -3.6063  0.11
S -1.4611 0.7688 -3.7748  -0.20
H -2.9324 -4.1884 2.6186  0.07
C -2.0236 -3.7845 2.1955  -0.26
C 0.4618 2.0907 1.8991  -0.17
C 1.6572 -2.1881 0.6397  -0.18
C -2.1344 -3.3349 -3.4113  -0.08
H 2.9880 1.9717 2.5567  0.12
H -0.8669 3.6387 0.2525  0.08
N 1.6816 -1.6310 -0.7068  -0.05
H -4.0685 -2.4924 -2.9376  0.10
S -4.8484 2.5532 -3.4878  -0.52
H 1.2194 -0.7337 -0.7279  0.01
N 0.6329 2.1955 0.4490  -0.13
C 0.1909 3.5262 0.0202  -0.21
Cu -0.8411 0.3944 -0.4957  -0.12
H 2.1712 2.1485 -0.9584  0.10
H -0.2667 4.5427 2.3708  0.12
C -2.4987 -1.7285 -1.7063  -0.15
C 2.3769 4.3948 0.3716  -0.19
C 2.6468 2.9595 2.2354  -0.20
H 2.3991 -2.9946 0.6837  0.11
H -0.5982 2.2070 2.1311  0.13
N 1.2430 3.1202 2.6109  -0.09
N -1.2022 -1.6897 -1.3875  0.06
H 2.9671 5.1708 0.8715  0.11
C 1.1465 -2.4617 -1.7647  -0.18
H 2.5113 4.4892 -0.7083  0.12
H 1.4546 -3.4940 -1.5657  0.12
S -2.7325 1.6420 -0.4618  -0.10
S 0.1188 0.9217 -2.5018  -0.01
H 0.3263 3.6085 -1.0593  0.10
H 1.0336 -4.7433 1.0826  0.09
H 0.7758 1.1024 2.2320  0.11
C 2.0495 2.0563 0.1224  -0.19
H 2.4047 1.0692 0.4308  0.12
C -0.9812 -4.6167 1.8306  -0.73
H 1.9935 -1.3919 1.3104  0.11
N 2.8706 3.0813 0.7933  -0.09
H -2.4846 -3.9653 -4.2203  0.10
C -1.8691 -2.4257 2.0126  -0.62
H 3.2395 3.7223 2.7518  0.11
C 0.1998 -4.0951 1.3276  -0.14
C -0.3508 -2.4685 -2.0573  -0.27
I -1.1812 -6.7111 2.0912  0.72
C -0.7186 -1.8217 1.4414  -0.47
H 1.3609 5.2112 2.6511  0.11
H -3.1438 -1.0649 -1.1399  0.07
C 0.3426 -2.7320 1.1437  -0.16
N 0.9643 4.5912 0.6895  -0.09

## Properties
- multiplicity = 2
- LUMO energy (spin up / spin down) (eV) = 3.424 / 3.423
- relative energy (zero: lowest compared OMol25 entry of this formula, charge and spin) (kcal/mol) = 7.4
- HOMO (spin up / spin down) (eV) = -1.04 / -1.01
- <S²> = 0.756
- charge = -2


Record 2
Density functional theory data (ωB97M-V/def2-TZVPD) for a 3-piece molecular cluster, C30H21BNO8 overall.

Last column: Löwdin charge in e.
Positions of all 61 atoms, in Å:
C -3.5310 3.4669 -3.9313  -0.05
C 2.0995 -4.0830 3.7277  0.01
C 0.2068 6.9811 -3.4844  -0.08
N -0.4623 -9.1604 -0.1411  0.04
H 3.3934 7.2513 -1.3263  0.11
C -3.1003 5.6432 -4.8617  0.00
C -1.0406 6.9112 -4.2967  -0.28
H -1.4118 -9.4372 1.7049  0.12
O -0.1521 -3.3252 2.2675  0.12
H -0.3354 -8.4253 -0.8170  0.06
C 4.1817 -3.4088 4.7262  -0.06
H -3.3902 6.4666 -5.4991  0.12
O -3.6233 -9.9732 0.7785  -0.09
O 0.0526 3.7897 -1.8100  0.10
B -1.5603 -7.3020 1.2539  -0.66
C -0.7889 -0.7096 1.5189  0.00
H -2.4254 -7.6028 2.9623  0.09
H 2.7911 9.0761 -2.8841  0.11
C -2.9268 -9.1058 0.1921  -0.74
H -4.8406 4.4787 -5.2991  0.11
H 4.6712 -1.3261 4.5747  0.12
O -2.2076 -6.8652 2.3938  0.15
C -0.2784 4.7131 -2.5231  -0.28
O -3.1994 -8.4223 -0.7872  -0.03
C 3.9532 -2.0994 4.3401  -0.01
H -2.0483 2.7089 -2.5804  0.12
H 0.7464 8.9026 -4.2584  0.12
H 1.6995 2.0723 2.5163  0.12
H 3.4302 -5.4212 4.7332  0.11
C 2.5030 7.1712 -1.9356  -0.06
C -3.9107 4.5269 -4.7484  -0.06
H -1.4802 -1.4930 1.2406  0.12
C 1.8679 -2.7713 3.3347  -0.08
C 2.7930 -1.7735 3.6493  -0.08
C -1.5272 -8.8214 0.8218  -0.23
C -1.0564 0.6095 1.1977  -0.05
O -1.3426 7.8123 -5.0517  0.10
C 1.0012 1.2962 2.2360  -0.01
H -1.0444 -5.5071 0.9670  0.07
H 5.0852 -3.6607 5.2658  0.10
C -2.3464 3.5292 -3.2182  0.00
C -1.9081 5.7094 -4.1522  -0.08
H 1.3765 -4.8505 3.4865  0.13
H -4.1625 2.5924 -3.8501  0.11
C 2.5475 -0.3553 3.2648  -0.28
H -0.3830 2.6446 1.3164  0.10
C -0.1657 1.6138 1.5629  -0.06
H -1.9636 0.8594 0.6638  0.11
H 1.9699 5.2395 -1.1720  0.12
C 0.5589 5.9415 -2.6211  -0.08
C 3.2523 -4.3996 4.4249  -0.05
O 3.3586 0.5110 3.5248  0.10
C 2.1623 8.1989 -2.8094  -0.06
C 1.0173 8.1048 -3.5812  0.00
H 0.4001 -9.3705 0.3334  0.04
O -0.9585 -6.3364 0.4893  0.16
C 0.3739 -1.0315 2.2058  -0.08
C -1.5351 4.6519 -3.3195  -0.08
C 1.2789 -0.0270 2.5560  -0.08
C 1.7061 6.0434 -1.8450  0.00
C 0.6290 -2.4522 2.5729  -0.27

## Properties
- multiplicity = 1
- LUMO energy (eV) = -0.102
- relative energy (zero: lowest compared OMol25 entry of this formula, charge and spin) (kcal/mol) = 0.0
- HOMO (eV) = -3.56
- charge = -1


Record 3
Density functional theory data (ωB97M-V/def2-TZVPD) for a 6-piece molecular cluster, C40H67N6O6 overall.

Last column: Löwdin charge in e.
Positions of all 119 atoms, in Å:
C 1.1801 -0.2169 0.6012  -0.04
C 1.8273 4.1295 -3.9716  -0.12
C -0.0300 8.9732 -6.5205  0.06
C 2.6360 -4.5021 0.1950  0.02
H -2.0437 0.3965 -0.3483  0.06
H -3.2001 0.8338 -1.5725  0.08
O -3.2318 1.1581 1.7344  0.12
H 5.2765 2.2373 3.0093  0.08
H 3.7580 -6.2569 2.9803  0.12
C 3.0256 -4.7314 1.6232  -0.45
H -4.2790 -2.1009 1.4056  0.07
C -0.4202 -4.4806 2.4087  0.02
C 1.2197 -6.1476 3.5997  -0.13
C -5.6037 0.5292 1.8797  -0.38
C 1.5268 7.8167 -4.9463  0.04
H 3.9077 0.0748 -4.4065  0.11
C 1.9520 6.7025 -4.2405  0.07
H -0.0404 4.5125 -5.9158  0.14
H -6.9598 1.1060 0.2206  0.13
H 3.8150 4.5167 -4.5027  0.15
H -2.5925 -1.7436 1.1545  0.09
H 0.5724 -2.8659 4.5084  0.08
H -0.6970 6.5570 -7.1243  0.17
H 1.6690 -4.9924 0.0826  0.09
C 3.6252 2.5621 -3.9202  0.02
H -7.7165 0.0800 1.4115  0.14
H 2.5460 3.5088 3.7599  0.17
C 2.2853 3.4717 2.7125  0.01
H 3.5234 -6.9078 1.3062  0.14
H -7.4538 -1.3430 -0.4737  0.14
C 0.6809 -3.9388 4.6668  -0.01
C -5.3192 -0.7886 -0.8533  -0.09
C -5.7797 1.9795 2.3795  -0.02
C -1.9367 -6.4579 -0.6920  -0.66
C 2.4651 3.4586 0.5590  -0.03
H 2.4119 -0.5707 -3.9155  0.11
H -6.3138 -1.8679 0.5693  0.11
H -4.9851 -0.3344 3.8517  0.09
H -0.1360 8.7300 -7.5778  0.11
C 3.1351 -6.2524 2.0859  -0.10
H 6.5256 2.8206 1.9304  0.10
H -5.4741 2.6501 1.5764  0.09
H -0.0854 -4.3673 5.3128  0.11
H -3.5461 -2.5603 -0.1837  0.09
H -3.1672 -4.6249 -1.1892  0.07
C -4.0392 -0.4970 0.0096  -0.38
C -3.5475 -1.8453 0.6391  0.03
H 1.5771 -4.0700 5.2733  0.09
O -0.8323 -6.9029 -0.8220  0.10
H -6.7707 2.2187 2.7650  0.12
C 0.8885 -4.6423 3.2906  -0.38
C -2.1409 -4.9733 -1.0739  0.02
C 1.7946 -6.9532 2.4414  -0.15
H 1.7866 -6.4052 4.4944  0.13
H 0.0318 1.9413 3.3291  0.11
C 3.1919 0.1154 -3.5854  0.04
H 0.7565 1.0837 -2.9632  0.15
C 1.4515 1.8478 -3.2789  0.03
C 4.4271 -4.1659 1.8903  -0.02
H 3.3792 -4.9226 -0.4823  0.12
H -0.0094 3.4115 -3.1944  0.14
H 0.3415 0.3123 1.0536  0.04
N -4.3094 0.5428 1.1111  0.13
H 4.8619 4.3717 2.8734  0.13
H -0.7374 -3.4710 2.1474  0.08
H 3.5495 -0.1919 -2.6027  0.11
H 2.1375 -7.9250 2.7967  0.13
H 0.2637 3.1020 0.2405  0.12
H -0.9820 9.2512 -6.0684  0.12
H -0.9476 3.4383 2.9133  0.11
H 4.6570 2.2456 -3.9603  0.16
H -2.3891 -0.7440 -1.5394  0.10
C 1.1202 3.3088 0.8650  0.00
O 2.1091 -2.5742 2.5141  0.11
N 0.9733 3.4121 2.2834  -0.06
H 2.0876 8.7378 -5.0065  0.16
O -2.9878 -7.1513 -0.6148  0.31
O 1.4273 -1.3024 -1.4289  -0.03
H 4.5746 -3.1175 1.6310  0.09
N 2.7005 1.5347 -3.6126  -0.03
C 4.6624 3.9140 1.9045  -0.14
C 3.1788 3.7475 -4.0904  0.00
C 0.0010 3.0287 3.2602  0.00
H 0.2521 -6.5654 3.8778  0.13
N 0.5878 7.7122 -5.9473  -0.06
H -5.3944 0.1313 -1.4332  0.12
C -6.5766 -0.9513 0.0413  -0.18
H 4.6348 -4.2942 2.9526  0.09
O -0.2488 -1.9482 -0.0313  -0.09
H -5.6451 -1.5969 2.9593  0.08
H 1.8578 0.5395 0.2053  0.04
H -5.1204 -1.6534 -1.4862  0.14
C 5.4552 2.6300 2.0083  -0.07
C -0.0058 6.5777 -6.2947  0.01
N 2.0440 -4.0140 2.5360  0.17
H -6.7332 -0.3527 3.5610  0.11
H -1.7807 -4.9690 -2.1026  0.10
H 0.1507 3.4517 4.2536  0.12
H -0.5295 -5.1269 1.5379  0.07
H 1.6235 -0.5658 1.5338  0.04
H -1.2253 -4.9258 2.9932  0.10
N 3.1885 3.6448 1.7267  -0.02
C -5.7574 -0.5226 3.1060  0.04
H 2.9998 3.4877 -0.3788  0.12
H 2.4297 -3.4403 0.0598  0.08
H 1.1392 -7.0266 1.5736  0.11
C 1.0135 3.1577 -3.4304  0.03
H 5.1772 -4.7296 1.3356  0.11
C -6.7857 0.2478 0.8696  -0.13
C -2.8822 0.0130 -0.9296  -0.02
H -5.0407 2.2356 3.1388  0.08
H 5.0250 1.7772 1.4833  0.08
C 0.3721 5.4624 -5.6092  0.05
C 0.7327 -1.2491 -0.4379  -0.79
C 1.3624 5.4226 -4.5800  -0.07
H -1.6213 -4.1475 -0.5879  0.05
H 2.7936 6.7831 -3.5685  0.13
H 5.0434 4.5398 1.0975  0.13
H 0.6741 9.8008 -6.6070  0.11

## Properties
- multiplicity = 2
- LUMO energy (spin up / spin down) (eV) = -11.695 / -11.693
- HOMO (spin up / spin down) (eV) = -15.90 / -15.89
- <S²> = 0.754
- charge = +4


Table of largest force on an atom (eV/Å), in record order: 0.67; 1.87; 9.64